Molecular formula: C8H15Cl18NNbO
Method: DFT, wB97M-V/def2-TZVPD

ORCA input file:
```
! wB97M-V def2-TZVPD RIJCOSX def2/J DEFGRID3
* xyz -1 1
Nb -2.84144 -0.15785 -1.16252
Cl -2.78667 4.58395 -3.01461
Cl 1.81034 -5.82415 -0.44134
Cl -4.19244 7.00993 2.16927
Cl 8.26370 -1.03049 3.43705
Cl 6.20887 -1.60547 1.46279
Cl 4.22957 -4.38886 0.27514
Cl -4.19550 3.87550 -5.44628
Cl 2.50205 -7.63625 4.39414
Cl 1.25365 -1.43396 -1.75308
Cl 2.23144 1.29710 -1.62753
Cl 1.63275 -4.97346 3.61674
Cl -5.20455 2.97261 -2.87766
Cl 3.54653 -4.78138 -2.51784
Cl 7.34742 1.05760 1.63764
Cl -0.20714 -7.21246 3.43491
Cl -2.17256 5.37826 3.47397
Cl -2.35429 5.41705 0.57822
Cl 3.27429 -0.70107 0.20819
O -0.31868 0.76096 1.57470
N -2.63722 0.21350 -3.18451
C -1.13839 1.50952 1.02969
C -1.47046 1.50931 -0.38411
C -2.55743 6.34653 2.05251
C 2.91669 -4.52315 -0.89305
C 6.88712 -0.38879 2.53310
C 1.47233 -6.69288 3.30800
C 1.85393 -0.16118 -0.70367
C -4.36521 4.26036 -3.72524
H -1.40986 -1.31137 -1.06037
H -3.37296 -0.63813 0.52036
H -4.45235 0.76355 -1.20121
H 6.12418 -0.10953 3.24616
H -2.00550 2.42014 -0.67234
H -2.69036 -0.60258 -3.78460
H -3.70886 -1.71613 -1.58145
H 1.80338 -6.87816 2.29534
H -4.95362 5.16366 -3.64912
H -1.86953 7.17945 2.02363
H -0.52696 1.41496 -0.93486
H -3.30284 0.88914 -3.54901
H 2.36541 -3.59132 -0.88859
H 1.06234 0.07808 0.00617
H -1.62898 2.27959 1.65321
*
```

For the molar mass, the calculation gives 872.274 g mol⁻¹. The largest force on an atom is 2.428 eV/A. As for the gap between HOMO and LUMO: 7.0354 eV.

Need the Mulliken charges? In units of e they are: atom 1 (Nb): -0.50, atom 2 (Cl): -0.11, atom 3 (Cl): -0.14, atom 4 (Cl): -0.14, atom 5 (Cl): -0.14, atom 6 (Cl): -0.05, atom 7 (Cl): -0.13, atom 8 (Cl): -0.14, atom 9 (Cl): -0.14, atom 10 (Cl): -0.13, atom 11 (Cl): -0.18, atom 12 (Cl): -0.10, atom 13 (Cl): -0.08, atom 14 (Cl): -0.14, atom 15 (Cl): -0.12, atom 16 (Cl): -0.13, atom 17 (Cl): -0.12, atom 18 (Cl): -0.02, atom 19 (Cl): -0.08, atom 20 (O): -0.59, atom 21 (N): -0.76, atom 22 (C): 0.43, atom 23 (C): -0.62, atom 24 (C): -0.01, atom 25 (C): 0.69, atom 26 (C): 0.02, atom 27 (C): 0.29, atom 28 (C): 0.62, atom 29 (C): -0.07, atom 30 (H): 0.14, atom 31 (H): 0.09, atom 32 (H): 0.04, atom 33 (H): 0.29, atom 34 (H): 0.13, atom 35 (H): 0.21, atom 36 (H): 0.01, atom 37 (H): 0.07, atom 38 (H): 0.36, atom 39 (H): 0.29, atom 40 (H): 0.13, atom 41 (H): 0.17, atom 42 (H): -0.30, atom 43 (H): -0.31, atom 44 (H): 0.26